# C36H40AsBrGeNPS4Tc

C36H40AsBrGeNPS4Tc as an isolated structure at a distorted geometry (ωB97M-V with the def2-TZVPD basis set, OMol25).

```
86
Properties=species:S:1:pos:R:3
Tc 0.8276 -0.1695 1.4648
Br 3.6880 -0.8243 -0.7311
As 0.4100 1.9250 5.1904
Ge 0.0244 2.0341 0.6805
S 0.5031 -0.0124 6.3545
S -0.6136 -0.5396 3.2878
S 1.8087 3.0805 6.1452
S -0.4185 -1.3897 5.0986
P -0.2760 -1.6205 -1.2504
N 0.6427 -0.7962 -0.2770
C -4.2225 -0.5542 -1.8169
C 1.1464 -3.9572 -1.2487
C -4.6624 -0.4944 -0.5044
C 1.3996 -5.2892 -0.9828
C -3.7903 -0.7749 0.5368
C 2.6508 -0.6523 2.2883
C 0.1913 -1.3867 -2.9826
C 0.3958 -6.0925 -0.4624
C -0.8547 4.6964 1.4982
C 1.1559 -0.4622 -3.3548
C 4.0850 -3.4507 0.2267
C 3.3126 -1.1283 4.5802
C -2.3182 2.8816 -1.7175
C -1.1056 -4.2187 -0.4380
C 0.1284 2.3302 -1.3178
C 3.6218 -2.8307 2.9050
C -0.8524 -5.5579 -0.1932
C 4.2363 -4.4373 1.2101
C 3.5892 -2.4305 4.2564
C -0.1806 -1.9682 -5.2779
C 2.8259 -0.2555 3.6038
C 4.0538 -4.1173 2.5271
C -3.2971 3.7113 -2.5366
C -0.8693 3.2699 -1.9875
C 1.4467 -0.2933 -4.6966
C -1.7211 7.0628 1.7404
C 0.3664 3.7906 1.6000
C -2.9107 -0.9009 -2.1010
C -0.4626 -2.1549 -3.9384
C -2.4862 -1.1280 0.2560
C 0.7704 -1.0310 -5.6550
C -0.1080 -3.4172 -0.9769
C 3.2747 -1.8808 1.8989
C -2.0430 -1.2064 -1.0598
C 3.6292 -2.2064 0.5763
C -0.5886 6.0925 2.0595
H 2.2043 0.4142 -4.9942
H 0.5789 -7.1418 -0.2897
H -0.4567 6.0264 3.1421
H -2.4497 1.8205 -1.9413
H -4.3215 3.4034 -2.3377
H -4.9082 -0.3304 -2.6215
H 2.3719 -5.7079 -1.1925
H -2.5684 -0.9343 -3.1261
H 4.3731 -3.6529 -0.7921
H 4.2764 -4.8226 3.3136
H -0.7018 -2.5512 -6.0244
H -1.1848 -2.8957 -3.6159
H -1.6357 -6.1892 0.2026
H 1.1427 2.6673 -1.5432
H 3.3998 -0.7860 5.5996
H 0.9875 -0.8807 -6.7015
H -1.5078 8.0463 2.1533
H 1.2242 4.2636 1.1221
H 2.5421 0.7552 3.8960
H 1.6761 0.1017 -2.5965
H 1.8967 -3.3210 -1.6981
H -1.4924 1.8618 0.9465
H -2.0810 -3.7969 -0.2341
H -2.6591 6.7084 2.1615
H 0.6303 3.6415 2.6520
H -5.6846 -0.2257 -0.2862
H -3.1954 4.7637 -2.2831
H 4.5635 -5.4273 0.9304
H -1.1472 4.7902 0.4498
H -1.6877 4.2371 2.0362
H -0.6926 3.2437 -3.0681
H 3.8370 -3.1516 5.0212
H 0.3404 6.4759 1.6307
H -1.8454 7.1611 0.6635
H 0.0240 1.3390 -1.7625
H -2.5282 3.0255 -0.6571
H -0.6982 4.2952 -1.6534
H -4.1254 -0.7166 1.5621
H -3.1053 3.5944 -3.6018
H -1.7918 -1.3525 1.0587
```

Its expectation value of S² is 0.772. Its total charge is 0. The relative energy (zero: lowest compared OMol25 entry of this formula, charge and spin) is 46.2 kJ/mol. Its molar mass is 971.4 g mol⁻¹. The multiplicity is 2. The value obtained for the HOMO-LUMO gap (spin up / spin down) is 5.98 / 5.92 eV.